[1]
ORCA calculation (ωB97M-V/def2-TZVPD) on C16H20ClI2NOOsPS as an isolated structure.

Structure (XYZ):
```
44
Properties=species:S:1:pos:R:3:forces:R:3
I -4.4599 -1.1933 -4.0165 -0.7 -1.0 -0.1
I -4.2872 1.3031 -3.8590 -0.7 1.1 0.0
Os 0.2975 -0.1663 -1.7438 4.2 0.3 3.1
P 0.3257 -0.1042 -3.9612 0.4 -0.3 -6.0
C -1.2336 -0.0820 -4.8743 -0.7 0.2 0.1
C 1.0564 1.4062 -4.7101 0.3 0.1 0.6
H 2.1331 -1.6529 -4.5169 -0.1 -0.1 0.0
H 1.0584 -1.3870 -5.9174 -0.1 0.2 0.3
H 0.5199 -2.4275 -4.5865 0.2 0.0 0.0
C 1.0944 -1.5278 -4.8301 0.2 0.0 0.5
H 2.0790 1.5527 -4.3533 -0.1 0.1 0.0
H 1.0595 1.3369 -5.8052 -0.1 -0.3 0.3
H -1.1055 -0.0617 -5.9676 0.4 0.0 0.4
H -1.7834 0.8305 -4.6023 0.2 -0.4 -0.1
H 0.4333 2.2613 -4.4253 0.2 0.0 0.0
H -1.8183 -0.9745 -4.6324 0.1 0.2 0.0
C -1.5316 -0.1447 -1.7012 -6.7 0.1 2.3
O -2.6371 -0.1447 -1.2924 3.7 0.0 -2.1
Cl 2.6132 -0.2276 -1.9315 -0.8 0.2 0.2
N -0.0219 -0.2434 0.2349 -0.8 -0.8 1.4
S 0.9266 0.2370 1.5484 1.4 -0.1 1.0
C 0.1950 1.6454 2.4115 -0.4 0.7 0.1
C 0.9724 2.1224 3.4846 0.1 -0.6 -0.1
C 0.4482 3.0543 4.3737 -0.6 0.0 -0.6
C -0.8716 3.4993 4.1668 0.3 0.1 0.2
C -1.5903 3.1387 3.0221 0.5 0.1 -0.3
C -1.0092 2.2778 2.0742 -0.1 -0.5 0.5
C 0.8629 -1.1990 2.6653 -0.1 0.1 -0.1
C -0.1185 -1.4772 3.6307 -0.1 -0.2 -0.2
C -0.0981 -2.7357 4.2550 0.2 0.5 -0.2
C 0.9502 -3.6247 3.9959 0.2 -0.2 -0.2
C 1.9865 -3.2994 3.1103 -0.5 0.2 0.2
C 1.9154 -2.0925 2.4333 0.3 0.1 -0.5
H -0.7775 -0.7950 0.6748 0.0 0.4 -0.6
H 1.9820 1.7499 3.6194 0.0 -0.1 0.1
H 1.0590 3.4295 5.1979 -0.3 -0.2 -0.3
H -1.3077 4.1921 4.8910 0.1 -0.3 -0.3
H -2.5847 3.5592 2.8469 0.5 -0.1 0.0
H -1.4688 2.1188 1.1030 -0.2 -0.3 0.3
H -0.8577 -0.7327 3.9014 -0.1 -0.1 -0.1
H -0.8906 -3.0249 4.9524 0.4 0.3 -0.2
H 0.9695 -4.5986 4.4832 -0.1 0.3 0.0
H 2.8298 -3.9676 2.9372 -0.3 0.1 0.1
H 2.6856 -1.8305 1.7132 0.0 0.0 0.1
```
Forces are in eV/Å.

Multiplicity: 5
Total charge: +3
LUMO energy (alpha / beta) in eV: -11.1 / -13.6
E in a.u.: -2636.31606
Frontier orbital gap (alpha / beta) in eV: 5.8 / 3.3
HOMO energy (alpha / beta) in Ha: -0.6226 / -0.6220

=====

[2]
ORCA calculation (ωB97M-V/def2-TZVPD) on C16H14F6N2O2S in the gas phase.

Structure (XYZ):
```
41
Properties=species:S:1:pos:R:3:forces:R:3
O -1.9303 2.9547 -1.1095 1.5 -1.6 0.3
F 1.2779 -4.3363 -0.5731 0.6 -0.1 0.8
F 2.4974 -5.3623 0.9522 -0.6 1.0 -0.2
F 0.6107 -4.3843 1.4733 0.8 0.3 0.0
F 3.6857 -3.6758 2.8898 -0.7 1.1 -0.8
F 1.7786 -2.6387 3.1973 1.1 -0.1 -1.2
F 3.5225 -1.4827 2.5090 -0.7 -1.9 -0.2
N 1.2357 0.0966 -0.9884 0.2 0.3 0.0
O 3.7758 -3.0058 0.1590 -0.4 -0.6 0.7
S 0.1603 -1.2558 0.8555 -0.1 0.0 0.1
C -0.9263 2.2291 -1.1574 -2.3 2.2 -0.2
C 0.1285 0.1012 -0.2688 2.0 -0.7 -0.7
C 2.1927 -0.9008 -0.6700 -2.1 0.6 0.5
C 1.7593 -1.7552 0.2938 -0.3 0.3 0.3
C -4.1990 0.3003 2.2796 1.1 1.6 -0.2
C -3.2528 1.3395 2.5444 -0.8 -1.7 -0.2
C -4.1127 -0.3558 1.0657 -0.2 -0.6 -0.1
C -2.1614 1.5423 1.6961 -0.2 0.5 1.0
C -3.0663 -0.1061 0.1772 0.8 0.4 0.5
C -2.0408 0.8182 0.5182 -2.0 -0.6 0.2
N -0.9477 1.0437 -0.3507 2.6 -0.7 -1.0
C 0.0751 2.0375 -3.4595 -0.8 -0.1 0.0
C 0.3399 4.2390 -2.2163 -1.6 0.0 1.2
C 1.7128 -4.2719 0.7111 -0.1 -0.6 -0.9
C 2.8713 -2.6986 2.3715 0.4 1.1 1.9
C 0.1961 2.7051 -2.0955 1.9 -0.5 0.9
C 2.5345 -2.9350 0.8841 0.5 -0.1 -0.3
H 4.4384 -3.6388 0.5445 -1.3 0.7 -0.2
H 3.1707 -0.9662 -1.1431 -0.5 0.3 -0.1
H -4.9869 0.0528 2.9863 0.1 0.2 -0.1
H -3.3751 1.8911 3.4651 0.3 0.2 0.0
H -4.8781 -1.1135 0.8363 0.5 0.4 -0.1
H -1.4096 2.2699 2.0455 -0.3 -0.4 -0.7
H -3.0068 -0.6903 -0.7344 0.1 0.2 -0.1
H -0.8520 2.3972 -3.9606 0.4 -0.5 0.3
H 0.1185 0.9447 -3.3731 -0.3 0.2 -0.1
H 0.8896 2.3224 -4.1008 0.5 0.2 -0.2
H 1.2099 4.5440 -2.7950 -0.1 -0.3 -0.2
H -0.6014 4.6283 -2.6270 0.4 0.2 -0.2
H 0.4197 4.7084 -1.2062 0.1 -0.4 -0.7
H 1.1459 2.4078 -1.6258 -0.2 -0.4 -0.3
```
Forces are in eV/Å.

LUMO energy in eV: 0.5
E in a.u.: -1875.49533
Frontier orbital gap in eV: 9.6
HOMO energy in Ha: -0.3336

=====

[3]
ORCA calculation (ωB97M-V/def2-TZVPD) on a 2-piece molecular cluster, C5H12O2 overall.

Structure (XYZ):
```
19
Properties=species:S:1:pos:R:3:forces:R:3
C -1.5970 -0.2533 1.6362 -0.2 -0.2 0.1
O -0.3871 -0.5917 1.0781 0.1 0.1 -0.2
C -0.1204 -0.0694 -0.0830 0.0 -0.1 -0.1
C -0.8705 2.1224 0.4933 0.1 0.2 -0.1
C 1.2927 -0.1203 -0.5533 0.0 0.0 0.1
C 1.5735 -1.3142 -1.4734 0.1 0.3 -0.2
O 1.4680 -2.5482 -0.8020 -0.2 -0.1 0.1
H -2.4538 -0.4874 0.9961 0.1 0.1 0.1
H -1.3144 1.1324 1.2354 0.0 0.0 0.0
H -1.6647 -0.6606 2.6427 0.0 0.1 -0.1
H -0.9336 -0.0121 -0.8085 0.1 0.0 0.1
H -1.1033 2.8707 1.2630 0.0 -0.1 -0.1
H -1.5581 2.2823 -0.3436 0.1 0.0 0.1
H 0.1489 2.3350 0.1618 -0.1 0.0 0.1
H 1.9544 -0.1654 0.3182 -0.1 0.0 -0.1
H 1.5051 0.8111 -1.0966 0.0 -0.1 0.0
H 0.9029 -1.2703 -2.3480 0.1 0.0 0.1
H 2.6006 -1.2583 -1.8466 -0.1 0.0 0.1
H 0.6110 -2.5753 -0.3561 0.1 -0.1 0.0
```
Forces are in eV/Å.

LUMO energy in eV: 0.5
E in a.u.: -348.01078
Frontier orbital gap in eV: 8.2
HOMO energy in Ha: -0.2841

=====

[4]
ORCA calculation (ωB97M-V/def2-TZVPD) on C4H7NO2 in the gas phase.

Structure (XYZ):
```
14
Properties=species:S:1:pos:R:3:forces:R:3
C -1.7265 -1.2546 0.3026 -0.2 -0.2 0.1
N -0.8641 -0.1762 -0.0502 0.0 0.3 0.2
C -0.8130 0.9630 0.4791 -0.1 -0.5 -0.1
O 0.1737 1.7710 0.0363 0.0 -0.1 -0.2
C 0.9460 0.9676 -0.8832 0.3 0.2 -0.5
O 0.8188 1.1195 -2.0554 0.2 0.1 0.6
C 1.9720 0.1233 -0.1811 0.1 0.0 0.0
H -2.5427 -0.9893 0.9841 0.0 0.0 0.0
H -2.1428 -1.6760 -0.6169 0.0 0.0 0.2
H -1.1061 -2.0323 0.7614 -0.2 0.0 0.0
H -1.4401 1.4051 1.2635 0.1 -0.1 -0.2
H 2.8919 0.7075 -0.1080 0.0 0.0 0.0
H 2.1821 -0.7793 -0.7555 -0.1 0.2 0.0
H 1.6509 -0.1493 0.8232 0.0 0.1 -0.1
```
Forces are in eV/Å.

LUMO energy in eV: 0.9
E in a.u.: -361.82716
Frontier orbital gap in eV: 10.9
HOMO energy in Ha: -0.3656

=====

[5]
ORCA calculation (ωB97M-V/def2-TZVPD) on a 3-piece molecular cluster, C5H10O overall.

Structure (XYZ):
```
16
Properties=species:S:1:pos:R:3:forces:R:3
O -1.9993 0.0963 0.7043 -0.3 -0.1 0.0
C -1.1440 0.2219 -0.4190 0.2 0.1 -0.3
C -0.3161 -1.0737 -0.6384 0.0 -0.1 -0.1
C 0.8459 -0.8211 0.3038 -0.1 0.1 0.1
C 1.1391 0.5919 0.2540 0.0 -0.1 -0.1
C -0.1374 1.3469 -0.0887 0.0 0.0 0.0
H -2.6434 -0.5960 0.5102 0.1 0.1 0.1
H -1.7221 0.4719 -1.3193 0.1 0.0 0.2
H -0.9038 -1.9714 -0.4169 0.1 0.1 0.0
H 0.0178 -1.1275 -1.6816 -0.1 0.0 0.1
H 2.3397 -0.7950 0.7503 0.0 0.0 0.1
H 0.7728 -1.3399 1.2532 0.1 0.1 -0.2
H 2.2529 0.0811 1.2100 0.0 0.0 0.0
H 2.0274 0.9599 -0.2465 -0.1 -0.1 0.1
H -0.5341 1.9202 0.7553 0.1 -0.1 -0.1
H 0.0046 2.0346 -0.9307 0.0 -0.1 0.1
```
Forces are in eV/Å.

LUMO energy in eV: 0.6
E in a.u.: -271.55231
Frontier orbital gap in eV: 9.5
HOMO energy in Ha: -0.3287

=====

[6]
ORCA calculation (ωB97M-V/def2-TZVPD) on C25H23ClN4O3S in the gas phase.

Structure (XYZ):
```
57
Properties=species:S:1:pos:R:3:forces:R:3
C -3.0539 3.1596 -4.8136 -0.2 0.0 0.0
H -3.5361 3.3657 -3.8525 0.0 0.0 0.0
O -1.6868 2.8661 -4.6543 0.3 0.0 0.0
C -1.3367 1.7859 -3.9041 0.1 -0.1 0.1
C -2.2285 0.9288 -3.2700 0.0 0.4 -0.2
C -1.7645 -0.1346 -2.5141 0.1 -0.2 0.2
C -0.4015 -0.3533 -2.3769 -0.3 0.2 -0.1
C 0.4950 0.4986 -3.0211 -0.2 -0.1 -0.1
C 0.0345 1.5523 -3.7757 -0.2 0.0 -0.1
H 0.7195 2.2211 -4.2710 0.1 0.1 -0.1
H 1.5582 0.3392 -2.9119 0.1 0.0 0.0
N 0.1364 -1.3666 -1.5658 0.4 0.0 -0.3
C -0.5056 -2.1517 -0.6660 0.4 -0.5 0.2
O -1.7061 -2.3017 -0.5909 -0.3 0.1 0.0
C 0.4461 -2.7855 0.3482 -0.2 0.2 0.0
H 1.3835 -3.1001 -0.1103 0.0 0.0 0.0
H -0.0396 -3.6456 0.8090 0.0 0.0 -0.1
C 0.7568 -1.7210 1.4224 0.4 -0.4 -0.1
N -0.4237 -1.0824 1.9486 0.2 0.3 -0.3
C -0.4653 0.2248 1.6358 -0.3 0.1 0.4
S -1.6238 1.2949 2.0667 -0.4 0.4 0.2
N 0.6922 0.5385 0.9240 0.0 -0.1 0.1
C 1.4988 -0.5581 0.7826 0.1 -0.4 0.1
O 2.5556 -0.6053 0.1999 0.1 -0.1 -0.1
C 0.9565 1.7854 0.3083 0.1 0.5 -0.2
C -0.0329 2.4177 -0.4344 0.2 0.0 0.0
C 0.2450 3.6114 -1.0712 0.1 0.1 0.1
C 1.5145 4.1591 -0.9733 -0.1 -0.3 0.2
C 2.5072 3.5295 -0.2384 0.0 0.1 -0.1
C 2.2254 2.3407 0.4076 -0.2 -0.1 0.1
H 2.9903 1.8391 0.9783 0.1 0.0 0.0
H 3.4908 3.9663 -0.1708 0.1 0.1 0.0
Cl 1.8663 5.6400 -1.7846 0.1 0.3 -0.1
H -0.5159 4.1070 -1.6520 -0.1 0.1 -0.1
H -1.0133 1.9785 -0.5197 0.0 0.0 0.0
C -1.4850 -1.7755 2.6303 -0.3 -0.1 0.3
H -1.9501 -2.4911 1.9439 0.0 0.1 0.0
H -2.2230 -1.0119 2.8887 0.1 -0.2 -0.1
C -0.9981 -2.4815 3.9040 -0.1 0.1 -0.2
C -0.3309 -3.7956 3.6127 -0.2 -0.1 0.2
N 0.9968 -3.8165 3.6318 0.1 0.3 0.2
C 1.6229 -4.9516 3.3709 0.1 -0.3 -0.1
C 0.9640 -6.1322 3.0698 -0.1 0.0 0.0
C -0.4225 -6.1152 3.0407 0.0 0.1 0.0
C -1.0822 -4.9303 3.3178 0.1 -0.1 0.0
H -2.1602 -4.8795 3.3093 -0.1 0.0 0.0
H -0.9794 -7.0113 2.8086 0.0 -0.1 0.0
H 1.5169 -7.0351 2.8649 0.1 -0.1 0.0
H 2.7035 -4.9030 3.4049 0.1 -0.1 0.0
H -0.2993 -1.8308 4.4306 -0.1 0.0 0.1
H -1.8641 -2.6568 4.5434 0.0 0.0 0.0
H 1.3435 -2.1822 2.2295 0.0 0.2 -0.2
H 1.1483 -1.3754 -1.5528 -0.1 -0.1 0.2
H -2.4647 -0.7872 -2.0202 0.0 0.0 0.0
H -3.2937 1.0749 -3.3499 -0.1 0.0 0.0
H -3.5839 2.3460 -5.3191 0.0 0.0 0.0
H -3.0925 4.0535 -5.4341 -0.1 -0.1 0.0
```
Forces are in eV/Å.

LUMO energy in eV: 0.6
E in a.u.: -2269.66600
Frontier orbital gap in eV: 8.7
HOMO energy in Ha: -0.2959